Entry 1:
2 unconnected molecules or ions with the total composition C3H4ClO3 at a distorted geometry, computed with ωB97M-V/def2-TZVPD.

```
11
Properties=species:S:1:pos:R:3
Cl -3.47 1.53 -0.01
C -0.48 0.23 -0.33
C 0.19 -0.16 1.00
O 1.28 -0.95 0.53
C 1.58 -0.66 -0.80
O 2.56 -0.96 -1.40
O 0.51 0.08 -1.32
H -0.82 1.26 -0.21
H -1.32 -0.44 -0.53
H -0.59 -0.67 1.57
H 0.53 0.75 1.49
```

Properties
largest force on an atom	1.7	eV/A
molar mass	123.5	g mol⁻¹
E	-802.5583	a.u.
expectation value of S²	0.752
multiplicity	2
frontier orbital gap (spin up / spin down)	12.2 / 6.9	eV
HOMO energy (spin up / spin down)	-11.5 / -11.5	eV

=====

Entry 2:
A gas-phase ion, C29H28F8N3O (charge +1) at a distorted geometry, computed with ωB97M-V/def2-TZVPD.

```
69
Properties=species:S:1:pos:R:3
O -1.33 1.39 4.24
C -1.55 0.20 4.51
N -2.82 -0.28 4.64
C -3.98 0.54 4.29
C -4.51 0.14 2.91
C -5.14 -1.24 2.93
C -6.43 -1.18 2.13
C -6.83 0.28 2.03
N -5.59 1.11 2.41
N -0.55 -0.76 4.73
C 0.79 -0.57 4.41
C 1.65 -1.69 4.29
C 2.95 -1.52 3.85
C 3.86 -2.71 3.66
F 5.14 -2.44 4.06
F 3.44 -3.81 4.35
F 3.92 -3.07 2.33
C 3.46 -0.26 3.53
C 2.62 0.84 3.69
C 3.16 2.21 3.34
F 2.32 3.22 3.72
F 4.37 2.45 3.93
F 3.34 2.34 1.98
C 1.32 0.70 4.13
H -2.95 -1.23 4.98
H -4.77 0.33 5.04
H -3.71 1.61 4.33
H -3.70 0.20 2.18
H -4.42 -1.98 2.56
H -5.37 -1.51 3.97
H -6.32 -1.59 1.11
H -7.22 -1.75 2.63
H -7.15 0.53 1.02
H -7.62 0.59 2.72
H -5.84 1.71 3.21
H -0.87 -1.69 4.96
H 1.27 -2.68 4.52
H 4.47 -0.14 3.17
H 0.68 1.57 4.23
C -10.26 4.52 -0.14
C -8.94 3.93 0.18
C -8.29 4.27 1.36
F -8.86 5.26 2.13
C -7.10 3.70 1.78
C -6.45 2.82 0.90
C -5.20 2.05 1.33
C -4.01 2.92 1.70
C -4.14 4.28 2.03
C -3.04 4.94 2.57
F -3.22 6.22 3.03
C -1.78 4.37 2.66
C -0.66 5.11 3.30
C -1.63 3.09 2.11
C -2.72 2.38 1.64
C -7.03 2.54 -0.35
C -8.27 3.06 -0.69
H -10.68 4.04 -1.03
H -10.97 4.39 0.69
H -10.19 5.59 -0.34
H -6.67 3.98 2.74
H -4.89 1.39 0.51
H -5.06 4.83 1.88
H 0.29 4.63 3.05
H -0.63 6.15 2.97
H -0.75 5.09 4.39
H -0.63 2.66 2.06
H -2.56 1.39 1.20
H -6.52 1.83 -1.01
H -8.73 2.78 -1.63
```

Properties
net charge	+1
structure (SMILES)	Cc1ccc(C(c2ccc(C)c(F)c2)[N@H+]2CCC[C@@H]2CNC(=O)Nc2cc(C(F)(F)F)cc(C(F)(F)F)c2)cc1F
largest force on an atom	2.1	eV/A
molar mass	586.5	g mol⁻¹
E	-2160.1727	a.u.
frontier orbital gap	8.8	eV
HOMO energy	-11.4	eV

=====

Entry 3:
A molecular structure, C16H31IrN3O5PS3, computed with ωB97M-V/def2-TZVPD.

```
60
Properties=species:S:1:pos:R:3
Ir -0.18 1.12 -1.78
N 1.13 1.80 -0.13
C 0.34 2.42 0.95
C -0.70 3.33 0.36
N -1.56 2.56 -0.53
H 1.43 0.87 0.15
H 1.94 2.35 -0.38
H 0.97 2.96 1.67
H -0.16 1.62 1.49
H -0.20 4.09 -0.25
H -1.25 3.85 1.16
H -2.06 3.14 -1.19
H -2.18 1.92 -0.04
S -1.70 2.09 -5.97
C -1.16 1.74 -4.46
S -0.22 2.77 -3.41
S -1.34 0.26 -3.57
C -1.18 0.03 3.93
C -1.06 -1.36 3.31
C -2.42 -2.06 3.31
C -0.04 -2.20 4.07
O -0.51 -1.25 1.99
P -1.35 -0.78 0.68
O -2.34 0.27 1.03
O -0.25 -0.50 -0.32
O -2.16 -2.09 0.23
C -1.62 -3.22 -0.49
C -2.71 -4.28 -0.35
C -0.32 -3.71 0.12
C -1.43 -2.85 -1.96
H -1.57 -0.04 4.95
H -1.85 0.64 3.33
H -0.19 0.50 3.97
H -2.78 -2.15 4.33
H -2.34 -3.06 2.87
H -3.15 -1.49 2.73
H -0.36 -2.33 5.11
H 0.93 -1.71 4.06
H 0.06 -3.18 3.61
H -2.87 -4.52 0.70
H -2.41 -5.20 -0.87
H -3.64 -3.92 -0.78
H -0.46 -4.03 1.15
H 0.44 -2.93 0.09
H 0.05 -4.57 -0.46
H -2.36 -2.44 -2.37
H -1.15 -3.73 -2.53
H -0.65 -2.09 -2.07
O 2.73 0.48 -3.03
N 3.39 1.51 -2.69
C 3.13 2.71 -3.27
C 3.80 3.85 -2.86
C 4.76 3.79 -1.86
C 5.02 2.55 -1.29
C 4.33 1.43 -1.71
H 2.35 2.68 -4.01
H 3.55 4.78 -3.34
H 5.29 4.67 -1.54
H 5.76 2.44 -0.51
H 4.47 0.44 -1.31
```

Properties
net charge	-1
largest force on an atom	0.3	eV/A
molar mass	664.8	g mol⁻¹
E	-2809.1991	a.u.
expectation value of S²	0.754
relative energy (zero: lowest compared OMol25 entry of this formula, charge and spin)	0.0	kcal/mol
multiplicity	2
frontier orbital gap (spin up / spin down)	5.7 / 6.1	eV
HOMO energy (spin up / spin down)	-3.3 / -3.7	eV

=====

Entry 4:
A molecular structure, C4H7N at a distorted geometry, computed with ωB97M-V/def2-TZVPD.

```
12
Properties=species:S:1:pos:R:3
C -0.94 -1.66 -0.31
C -0.05 -0.50 -0.04
C 1.16 0.01 -0.50
C 0.08 1.90 0.71
N -0.29 0.62 0.56
H -1.63 -1.35 -1.11
H -1.58 -1.95 0.51
H -0.45 -2.51 -0.74
H 2.01 0.23 0.14
H 1.17 0.68 -1.37
H -0.59 2.39 1.41
H 1.13 2.15 0.73
```

Properties
largest force on an atom	2.1	eV/A
molar mass	69.1	g mol⁻¹
E	-211.1645	a.u.
relative energy (zero: lowest compared OMol25 entry of this formula, charge and spin)	123.1	kcal/mol
frontier orbital gap	6.8	eV
HOMO energy	-7.0	eV

=====

Entry 5:
A molecular structure, C30H31BrFNO2S2 at a distorted geometry, computed with ωB97M-V/def2-TZVPD.

```
68
Properties=species:S:1:pos:R:3
O 4.60 -2.85 2.60
S 3.69 -1.83 2.47
O 4.04 -0.64 3.10
F 3.51 -1.57 0.97
N 2.24 -2.40 3.08
S 1.02 -1.19 3.24
Br 1.68 -3.90 2.05
H 1.00 -0.54 2.06
C -0.89 2.59 2.17
C -1.02 3.76 1.44
C -1.98 3.86 0.45
C -2.81 2.79 0.18
C -2.69 1.61 0.90
C -1.72 1.51 1.89
H -0.14 2.51 2.94
H -0.37 4.60 1.66
H -2.08 4.78 -0.12
H -3.57 2.87 -0.60
H -3.34 0.77 0.69
H -1.62 0.59 2.46
C 5.34 3.77 0.16
C 5.44 3.48 -1.20
C 5.17 2.20 -1.66
C 4.79 1.21 -0.76
C 4.69 1.50 0.59
C 4.97 2.77 1.05
H 5.56 4.77 0.52
H 5.73 4.25 -1.89
H 5.26 1.97 -2.71
H 4.58 0.21 -1.12
H 4.39 0.72 1.29
H 4.89 3.00 2.11
C -4.68 0.68 -5.13
C -3.32 0.81 -5.36
C -2.45 1.03 -4.31
C -2.94 1.11 -3.01
C -4.30 0.97 -2.77
C -5.17 0.76 -3.83
H -5.37 0.52 -5.95
H -2.94 0.74 -6.38
H -1.39 1.13 -4.49
H -2.26 1.27 -2.19
H -4.68 1.03 -1.76
H -6.24 0.66 -3.64
C 3.28 -0.92 6.54
C 4.62 -0.66 6.27
C 5.49 -0.38 7.31
C 5.03 -0.37 8.62
C 3.70 -0.63 8.89
C 2.82 -0.90 7.85
H 2.60 -1.13 5.73
H 4.97 -0.68 5.25
H 6.53 -0.17 7.09
H 5.72 -0.15 9.43
H 3.34 -0.62 9.91
H 1.78 -1.10 8.06
C -5.08 -2.88 -5.62
C -4.90 -3.27 -6.94
C -5.19 -4.57 -7.33
C -5.67 -5.48 -6.39
C -5.86 -5.09 -5.08
C -5.56 -3.79 -4.69
H -4.85 -1.87 -5.32
H -4.53 -2.56 -7.67
H -5.04 -4.88 -8.35
H -5.90 -6.50 -6.70
H -6.23 -5.80 -4.35
H -5.70 -3.49 -3.66
```

Properties
largest force on an atom	3.1	eV/A
molar mass	600.6	g mol⁻¹
E	-4837.1594	a.u.
frontier orbital gap	8.1	eV
HOMO energy	-9.2	eV

=====

Entry 6:
8 unconnected molecules or ions with the total composition C31H56O18S4 at a distorted geometry, computed with ωB97M-V/def2-TZVPD.

```
109
Properties=species:S:1:pos:R:3
C 16.44 6.78 2.33
C 15.85 8.20 2.56
C 16.21 8.90 3.87
O 16.76 10.14 3.50
C 17.00 10.17 2.17
O 17.51 11.13 1.62
O 16.43 9.07 1.60
H 16.38 6.31 1.35
H 15.85 6.15 3.00
H 17.48 6.66 2.62
H 14.76 8.15 2.58
H 16.84 8.25 4.47
H 15.32 9.06 4.48
C 13.90 10.00 11.64
C 14.35 8.57 12.00
C 13.14 7.59 12.23
O 13.48 6.52 11.39
C 14.54 6.82 10.60
O 14.91 6.09 9.67
O 14.98 8.05 10.85
H 13.65 10.53 12.56
H 12.97 9.89 11.09
H 14.60 10.64 11.09
H 15.00 8.56 12.88
H 12.13 7.96 12.03
H 13.18 7.24 13.26
C 20.97 7.12 10.01
C 20.91 6.69 11.51
C 20.27 5.32 11.79
O 21.38 4.54 12.24
C 22.52 5.22 12.20
O 23.62 4.77 12.39
O 22.20 6.52 11.97
H 21.48 8.07 9.89
H 19.97 7.38 9.66
H 21.44 6.40 9.33
H 20.59 7.46 12.21
H 19.88 4.83 10.90
H 19.54 5.40 12.59
C 18.72 14.71 7.22
C 19.49 15.50 6.16
O 20.73 15.39 6.04
C 18.69 16.43 5.24
H 17.77 14.40 6.78
H 18.48 15.43 7.99
H 19.31 13.81 7.41
H 17.60 16.33 5.30
H 19.04 16.24 4.23
H 18.92 17.48 5.43
C 23.60 4.27 4.84
C 24.00 3.50 6.06
C 22.79 2.64 6.48
S 21.66 2.51 5.07
O 20.51 3.34 5.36
O 21.46 1.10 4.69
C 22.79 3.36 3.91
H 24.51 4.67 4.38
H 23.01 5.17 5.02
H 24.35 4.15 6.86
H 24.92 2.95 5.85
H 22.23 2.88 7.38
H 23.27 1.67 6.59
H 22.23 3.72 3.04
H 23.36 2.50 3.58
C 18.81 7.03 21.57
C 19.12 8.55 21.42
C 18.81 9.01 20.01
S 18.68 7.53 18.87
O 19.83 7.50 17.93
O 17.32 7.28 18.49
C 19.08 6.27 20.22
H 17.79 6.93 21.94
H 19.46 6.60 22.33
H 20.19 8.74 21.44
H 18.69 9.15 22.22
H 19.58 9.62 19.53
H 17.87 9.56 20.03
H 20.16 6.14 20.13
H 18.78 5.26 19.95
C 23.58 14.51 11.73
C 25.16 14.33 11.65
C 25.72 15.65 11.08
S 24.61 17.01 11.76
O 24.54 18.05 10.74
O 25.05 17.25 13.10
C 23.08 15.94 11.80
H 23.09 14.10 12.62
H 23.07 14.04 10.89
H 25.47 13.44 11.11
H 25.53 14.24 12.67
H 25.51 15.73 10.01
H 26.74 15.96 11.31
H 22.52 16.18 10.89
H 22.54 16.22 12.70
C 26.03 9.37 18.08
C 26.17 8.84 19.49
C 27.61 8.43 19.64
S 28.16 7.58 18.02
O 28.04 6.13 18.19
O 29.36 8.15 17.41
C 26.65 8.23 17.14
H 26.54 10.33 17.95
H 24.97 9.48 17.87
H 25.45 8.03 19.62
H 25.90 9.63 20.19
H 27.82 7.74 20.46
H 28.20 9.33 19.81
H 25.96 7.44 16.85
H 26.99 8.58 16.16
```

Properties
structure (SMILES)	C[C@H]1COC(=O)O1.C[C@H]1COC(=O)O1.C[C@H]1COC(=O)O1.O=S1(=O)CCCC1.O=S1(=O)CCCC1.O=S1(=O)CCCC1.O=S1(=O)CCCC1.CC(C)=O
largest force on an atom	4.4	eV/A
molar mass	845.0	g mol⁻¹
E	-4161.7373	a.u.
frontier orbital gap	9.7	eV
HOMO energy	-9.7	eV

=====

Entry 7:
2 unconnected molecules or ions with the total composition C4HN3O3 at a distorted geometry, computed with ωB97M-V/def2-TZVPD.

```
11
Properties=species:S:1:pos:R:3
C -0.38 3.08 -0.57
C 0.31 -0.57 -0.35
C 0.21 1.83 -0.45
C 2.95 1.99 0.61
N -1.42 3.56 -0.75
N 0.52 0.72 0.02
N 3.45 0.99 0.81
O 4.04 0.09 1.34
O 2.32 2.89 0.13
O -0.62 -0.97 -0.97
H 1.24 -1.13 -0.22
```

Properties
largest force on an atom	8.1	eV/A
molar mass	139.1	g mol⁻¹
E	-542.7310	a.u.
relative energy (zero: lowest compared OMol25 entry of this formula, charge and spin)	115.8	kcal/mol
frontier orbital gap (spin up / spin down)	9.6 / 5.3	eV
HOMO energy (spin up / spin down)	-11.0 / -8.4	eV

=====

Entry 8:
A single C8H10 molecule at a distorted geometry, computed with ωB97M-V/def2-TZVPD.

```
18
Properties=species:S:1:pos:R:3
C -1.73 -1.21 0.18
C -0.32 -0.71 0.10
C 0.80 -1.47 -0.03
C 2.16 -0.90 -0.13
C 2.10 0.40 0.22
C 1.01 1.57 0.17
C -0.35 0.84 -0.04
C -1.58 1.36 -0.17
H -1.78 -2.32 0.23
H -2.37 -0.81 0.89
H -2.23 -1.10 -0.69
H 0.36 -2.57 -0.09
H 2.91 -1.60 -0.48
H 2.99 1.03 -0.15
H 1.15 2.33 -0.61
H 1.14 1.97 1.11
H -1.64 2.45 -0.28
H -2.63 0.75 -0.25
```

Properties
structure (SMILES)	C=C1CC=CC=C1C
largest force on an atom	6.6	eV/A
molar mass	106.2	g mol⁻¹
E	-310.6726	a.u.
relative energy (zero: lowest compared OMol25 entry of this formula, charge and spin)	102.3	kcal/mol
frontier orbital gap	8.4	eV
HOMO energy	-8.0	eV